(1)
One molecule with the formula C3H3N in a non-equilibrium geometry. Source: the Open Molecules 2025 dataset; level of theory: ωB97M-V/def2-TZVPD.

Element x y z (Å)
N -1.8785 -0.2481 0.0057
C -0.7737 0.1258 -0.0094
C 0.6046 0.5411 0.0069
C 1.5658 -0.3798 -0.0055
H 0.7914 1.6170 -0.0148
H 2.6173 -0.1365 0.0299
H 1.3608 -1.4664 -0.0069

Atomic forces in eV per Å
1.9 0.7 -0.1
-1.9 -0.6 0.1
0.0 -0.1 -0.2
0.0 -0.7 0.2
0.0 -0.4 0.1
0.0 0.3 -0.1
-0.1 0.8 0.0

Results
HOMO: -10.63 eV
gap between HOMO and LUMO: 11.00 eV
LUMO: 0.365 eV
charge: 0
relative energy (zero: lowest compared OMol25 entry of this formula, charge and spin): 0.80 kcal per mole
SMILES: C=CC#N

---

(2)
A 2-piece molecular cluster, C3H3N2O overall in a non-equilibrium geometry. Source: the Open Molecules 2025 dataset; level of theory: ωB97M-V/def2-TZVPD.

Element x y z (Å)
O 4.1882 0.2769 0.0075
N -2.0481 -0.4276 -0.0316
N 1.9145 -0.0739 -0.2249
C -1.2808 0.5821 0.0133
C 3.0793 0.1928 -0.1171
C 0.6236 -0.3921 -0.1419
H -3.0494 -0.4175 0.2446
H -1.8067 -1.3190 -0.2687
H -1.6206 1.5785 0.5188

Atomic forces in eV per Å
2.6 0.6 0.2
-2.6 3.1 1.3
-6.7 0.3 -0.1
1.7 1.7 1.3
-0.1 -0.3 0.1
2.3 -1.0 -0.3
0.7 0.5 -0.1
1.8 -3.0 -1.2
0.2 -1.8 -1.3

Results
HOMO (spin up / spin down): -13.50 / -13.50 eV
gap between HOMO and LUMO (spin up / spin down): 7.39 / 7.39 eV
LUMO (spin up / spin down): -6.106 / -6.105 eV
charge: +1
relative energy (zero: lowest compared OMol25 entry of this formula, charge and spin): 114.84 kcal per mole

---

(3)
An isolated ion of composition C3H3N2O and charge +1 in a non-equilibrium geometry. Source: the Open Molecules 2025 dataset; level of theory: ωB97M-V/def2-TZVPD.

Element x y z (Å)
O 0.9718 -0.6205 0.5495
N -0.6633 -0.7515 -1.3820
N -1.0898 0.2780 -0.9935
C 0.5022 0.6859 0.6338
C -0.6394 1.0653 0.0648
C 0.4971 -1.4578 -0.2300
H 1.0574 1.4341 1.3087
H 0.6789 -2.5961 -0.1323
H -1.3150 1.9627 0.1810

Atomic forces in eV per Å
0.7 0.0 0.8
1.9 -3.5 0.8
-0.8 1.4 0.0
0.1 3.1 1.8
-0.8 0.2 -0.4
-2.3 -0.2 -2.4
-0.4 -2.1 -1.0
0.1 2.0 0.0
1.5 -0.9 0.3

Results
HOMO: -15.02 eV
gap between HOMO and LUMO: 8.45 eV
LUMO: -6.570 eV
charge: +1
relative energy (zero: lowest compared OMol25 entry of this formula, charge and spin): 104.73 kcal per mole
SMILES: C1=COC=[N+]=N1

---

(4)
An isolated ion of composition C3H3N2O and charge +1 in a non-equilibrium geometry. Source: the Open Molecules 2025 dataset; level of theory: ωB97M-V/def2-TZVPD.

Element x y z (Å)
O 2.1757 -1.1783 -0.0727
N 2.1282 1.3317 0.0967
N 1.0349 -1.0173 -0.0439
C 0.0692 -0.2345 -0.0249
C -1.3543 -0.0517 0.0247
C 1.0353 0.9676 0.0363
H -1.7315 0.8225 0.5496
H -1.7288 -0.9775 0.3585
H -1.6286 0.3375 -0.9242

Atomic forces in eV per Å
-1.2 -2.7 -0.1
-0.7 1.3 0.0
2.2 -0.8 -0.1
2.1 4.2 0.6
-0.3 0.0 0.0
-0.7 -0.3 -0.1
0.7 -0.2 1.2
-1.5 -0.9 0.0
-0.6 -0.7 -1.6

Results
HOMO: -17.34 eV
gap between HOMO and LUMO: 7.98 eV
LUMO: -9.360 eV
charge: +1
relative energy (zero: lowest compared OMol25 entry of this formula, charge and spin): 152.59 kcal per mole
SMILES: CC(C#N)=[N+]=O

---

(5)
An isolated ion of composition C3H3N2O2 and charge -1 in a non-equilibrium geometry. Source: the Open Molecules 2025 dataset; level of theory: ωB97M-V/def2-TZVPD.

Element x y z (Å)
O -2.3170 0.2821 0.4363
O -1.5631 -1.1613 -1.0358
N 0.0490 0.8517 1.5786
N 1.9575 -0.8484 -0.4046
C 1.0340 0.0280 -0.4287
C -1.5261 -0.3599 -0.1465
C -0.0463 0.2039 0.4874
H 0.8006 0.7726 -1.2845
H 2.4711 -0.8700 -1.2772
H -0.8597 1.1012 2.0751

Atomic forces in eV per Å
-4.9 2.5 2.5
0.5 -2.1 -2.0
-0.2 0.6 0.2
-0.6 0.2 0.1
0.9 0.5 -1.8
3.9 0.7 0.5
-1.6 -0.4 1.4
0.8 -1.2 0.6
0.2 0.3 -0.2
1.0 -1.2 -1.4

Results
HOMO: -3.89 eV
gap between HOMO and LUMO: 8.08 eV
LUMO: 4.185 eV
charge: -1
relative energy (zero: lowest compared OMol25 entry of this formula, charge and spin): 27.00 kcal per mole
SMILES: [H]/N=C(/C=N/[H])C(=O)[O-]

---

(6)
An isolated ion of composition C3H3N2O2 and charge -1 in a non-equilibrium geometry. Source: the Open Molecules 2025 dataset; level of theory: ωB97M-V/def2-TZVPD.

Element x y z (Å)
O 2.9428 1.0312 -0.2453
O 3.1937 -0.9835 -1.2457
N 1.1170 -0.2981 -0.7720
N -1.2311 -0.5036 -0.2573
C -2.0358 0.1236 0.7588
C 2.6829 -0.0690 -0.7245
C -0.0017 -0.3295 -0.3802
H -2.7952 0.8359 0.2727
H -2.5762 -0.6251 1.2852
H -1.2966 0.8181 1.3083

Atomic forces in eV per Å
0.3 -0.5 0.1
2.7 -2.9 -1.4
-0.8 0.5 0.8
-0.5 -0.7 -0.1
1.4 3.0 -1.4
-2.2 3.1 1.1
0.3 -0.2 -1.0
0.8 -0.9 0.6
-0.3 -0.3 1.1
-1.7 -1.1 0.3

Results
HOMO: -4.30 eV
gap between HOMO and LUMO: 8.27 eV
LUMO: 3.967 eV
charge: -1
relative energy (zero: lowest compared OMol25 entry of this formula, charge and spin): 16.01 kcal per mole
SMILES: CN=C=NC(=O)[O-]

---

(7)
An isolated ion of composition C3H3N2O2 and charge -1 in a non-equilibrium geometry. Source: the Open Molecules 2025 dataset; level of theory: ωB97M-V/def2-TZVPD.

Element x y z (Å)
O 2.8999 1.2438 -0.2443
O 1.8827 -1.7708 -0.0056
N -0.0290 1.6524 -0.0120
N -0.0474 -0.6363 -0.5249
C 1.3563 -0.6691 -0.1145
C 1.8863 0.6931 0.2228
C -0.5969 0.6327 -0.3605
H 1.4750 0.7936 1.2286
H -0.4029 -1.5753 -0.3807
H -1.6113 0.5542 -0.5878

Atomic forces in eV per Å
-0.8 -0.5 0.3
0.4 0.8 0.2
2.2 1.0 0.0
5.0 -1.1 0.9
-2.5 -1.4 -1.9
-0.1 0.4 0.1
-1.3 -0.6 0.1
0.6 0.6 0.9
-0.9 0.5 -0.1
-2.6 0.1 -0.4

Results
HOMO (spin up / spin down): -3.05 / -3.05 eV
gap between HOMO and LUMO (spin up / spin down): 7.17 / 7.17 eV
LUMO (spin up / spin down): 4.123 / 4.123 eV
charge: -1
relative energy (zero: lowest compared OMol25 entry of this formula, charge and spin): 50.66 kcal per mole

---

(8)
An isolated ion of composition C3H3N2O4S and charge -1 in a non-equilibrium geometry. Source: the Open Molecules 2025 dataset; level of theory: ωB97M-V/def2-TZVPD.

Element x y z (Å)
S 1.3189 -0.2533 -0.2657
O 2.1734 0.8341 -0.7089
O -2.7653 -0.8028 -0.6934
O -1.1312 -1.3064 0.7928
O 1.6217 -1.5962 -0.7135
N -0.6254 2.7427 0.0721
N 1.2918 -0.4567 1.4561
C -1.6488 -0.6874 -0.2029
C -0.7233 1.6885 -0.4232
C -0.6649 0.4064 -0.9184
H 0.4652 -0.9779 1.3627
H -0.3701 0.1235 -1.8685
H 1.0580 0.2855 2.1106

Atomic forces in eV per Å
-0.2 1.3 0.8
-0.3 -0.5 0.5
0.3 0.4 -0.3
-0.9 1.1 -1.7
-0.6 0.8 -0.1
-0.5 -1.6 -0.8
1.8 0.9 -1.6
0.6 -0.8 1.3
0.5 3.5 1.0
1.6 -4.1 3.2
-2.2 -1.9 0.9
-0.2 0.3 -2.3
0.2 0.7 -0.8

Results
HOMO: -5.65 eV
gap between HOMO and LUMO: 8.78 eV
LUMO: 3.129 eV
charge: -1
relative energy (zero: lowest compared OMol25 entry of this formula, charge and spin): 28.77 kcal per mole
SMILES: N#C[C@H](C(=O)[O-])S(N)(=O)=O

---

(9)
A 2-piece molecular cluster, C3H3N2OP overall in a non-equilibrium geometry. Source: the Open Molecules 2025 dataset; level of theory: ωB97M-V/def2-TZVPD.

Element x y z (Å)
P 0.6132 1.4978 -1.7655
O 2.7147 2.1574 -0.6231
N 0.1405 -1.1532 1.1123
N -1.1241 -0.9542 0.7243
C 0.8816 -0.3648 0.3875
C 0.0784 0.3824 -0.5300
C -1.2219 -0.0531 -0.2605
H -1.8745 -1.4683 1.1628
H -2.1513 0.2581 -0.6898
H 1.9434 -0.3020 0.4821

Atomic forces in eV per Å
2.8 0.7 2.2
-3.2 -1.1 -1.7
0.9 -0.6 0.8
-0.6 0.7 -0.8
-0.5 0.1 -0.1
0.3 0.5 -0.6
0.1 -0.2 0.3
0.2 0.1 0.0
-0.3 0.0 -0.1
0.4 0.0 0.1

Results
HOMO (spin up / spin down): -8.24 / -8.61 eV
gap between HOMO and LUMO (spin up / spin down): 5.81 / 6.22 eV
LUMO (spin up / spin down): -2.437 / -2.388 eV
charge: 0
relative energy (zero: lowest compared OMol25 entry of this formula, charge and spin): 146.93 kcal per mole

---

(10)
One molecule with the formula C3H3N2P in a non-equilibrium geometry. Source: the Open Molecules 2025 dataset; level of theory: ωB97M-V/def2-TZVPD.

Element x y z (Å)
P -0.4969 -0.8718 0.2624
N 3.1700 -1.0609 0.2647
N 0.9772 2.5059 0.3623
C 0.9704 0.0917 -0.5646
C 2.1889 -0.5750 -0.0890
C 1.1666 1.4734 -0.1002
H 0.8606 -0.1872 -1.6652
H 0.1937 -0.5250 1.4654
H -1.4834 0.1432 0.2526

Atomic forces in eV per Å
1.2 0.3 0.3
-0.4 0.1 0.0
0.6 0.3 0.1
0.4 -1.2 -0.8
0.5 -0.7 -0.3
-1.9 -0.2 -0.8
0.4 1.4 1.2
-1.0 -0.2 0.2
0.3 0.2 0.1

Results
HOMO: -10.97 eV
gap between HOMO and LUMO: 10.97 eV
LUMO: 0.007 eV
charge: 0
relative energy (zero: lowest compared OMol25 entry of this formula, charge and spin): 21.11 kcal per mole
SMILES: N#CC(P)C#N

---

Energy, respectively: -4648.4895 -8173.9300 -8174.3683 -8172.2926 -10234.8564 -10235.3327 -10233.8300 -25165.2368 -17468.9955 -15426.3995 eV.